w.
The following is a DFT calculation (ωB97M-V/def2-TZVPD) of a cluster of 4 separate species, C4H4Cl12 in total.

Bonds (Å) are listed after each position.
Positions of all 20 atoms, in Å:
1 Cl -3.02 -0.22 -1.39  C7 1.789
2 Cl -0.43 -1.12 -3.32  C6 1.750
3 Cl 4.27 0.52 2.96  C15 1.786
4 Cl -3.48 2.22 0.26  C7 1.803
5 H -4.77 1.48 -1.41  C7 1.118
6 C 0.91 0.00 -3.45  Cl2 1.750, H8 1.177, Cl19 1.746, Cl20 1.762
7 C -4.24 0.86 -0.65  Cl1 1.789, Cl4 1.803, H5 1.118, Cl14 1.732
8 H 1.37 -0.01 -4.54  C6 1.177
9 Cl 4.39 -2.33 3.71  C15 1.759
10 Cl -1.34 -0.23 2.76  C17 1.804
11 Cl 3.95 -1.56 0.92  C15 1.806
12 H -1.34 0.42 0.48  C17 1.126
13 H 2.59 -1.12 2.63  C15 1.070
14 Cl -5.24 0.01 0.48  C7 1.732
15 C 3.66 -1.13 2.65  Cl3 1.786, Cl9 1.759, Cl11 1.806, H13 1.070
16 Cl 0.62 -0.96 0.67  C17 1.746
17 C -0.52 0.24 1.22  Cl10 1.804, H12 1.126, Cl16 1.746, Cl18 1.794
18 Cl 0.16 1.90 1.31  C17 1.794
19 Cl 2.20 -0.49 -2.39  C6 1.746
20 Cl 0.29 1.55 -2.90  C6 1.762

Output
HOMO level = -11.016 eV
orbital gap = 0.420 Eh

natural (NBO) atomic charge list, values in e, 6 entries: atom 1 (Cl): 0.02, atom 2 (Cl): 0.02, atom 3 (Cl): 0.02, atom 4 (Cl): -0.02, atom 5 (H): 0.25, atom 6 (C): -0.33


x.
The following is a DFT calculation (ωB97M-V/def2-TZVPD) of a cluster of 4 separate species, C4H4Cl12 in total.

Bonds (Å) are listed after each position.
Positions of all 20 atoms, in Å:
1 Cl 4.65 13.13 5.10  C20 1.731
2 H 8.12 9.87 7.81  C3 1.090
3 C 8.82 10.25 8.56  H2 1.090, Cl9 1.792, Cl13 1.725, Cl15 1.739
4 H 7.47 5.82 5.61  C6 1.090
5 Cl 4.89 15.30 10.67  C14 1.830
6 C 8.50 6.14 5.44  H4 1.090, Cl11 1.790, Cl16 1.813, Cl17 1.796
7 Cl 4.59 10.84 3.56  C20 1.743
8 Cl 6.05 10.78 6.07  C20 1.814
9 Cl 7.92 11.56 9.37  C3 1.792
10 Cl 3.41 13.34 9.33  C14 1.820
11 Cl 9.59 5.10 6.41  C6 1.790
12 H 5.61 13.08 9.99  C14 1.090
13 Cl 10.22 10.84 7.73  C3 1.725
14 C 5.12 13.92 9.49  Cl5 1.830, Cl10 1.820, H12 1.090, Cl18 1.767
15 Cl 9.33 8.90 9.53  C3 1.739
16 Cl 8.75 7.83 6.03  C6 1.813
17 Cl 8.84 5.77 3.72  C6 1.796
18 Cl 5.98 14.38 8.02  C14 1.767
19 H 3.66 11.09 5.70  C20 1.090
20 C 4.58 11.40 5.20  Cl1 1.731, Cl7 1.743, Cl8 1.814, H19 1.090

Output
HOMO level = -10.978 eV
orbital gap = 0.413 Eh

natural (NBO) atomic charge list, values in e, 6 entries: atom 1 (Cl): 0.04, atom 2 (H): 0.22, atom 3 (C): -0.30, atom 4 (H): 0.23, atom 5 (Cl): -0.01, atom 6 (C): -0.25


Which one sits at the top of the stability order? w does.


w.
The following is a DFT calculation (ωB97M-V/def2-TZVPD) of an isolated molecule of C2H5N3S.

Bonds (Å) are listed after each position.
Positions of all 11 atoms, in Å:
1 N -2.34 -0.54 0.14  C2 1.263, H11 1.022
2 C -1.26 0.09 -0.03  N1 1.263, S4 1.818, N6 1.350
3 H -0.27 1.80 0.13  N6 1.012
4 S 0.30 -0.85 -0.06  C2 1.818, N9 1.678
5 H -2.00 1.96 0.10  N6 1.009
6 N -1.17 1.43 -0.13  C2 1.350, H3 1.012, H5 1.009
7 C 2.62 0.21 0.03  H8 1.103, N9 1.270, H10 1.129
8 H 3.12 -0.75 -0.18  C7 1.103
9 N 1.37 0.43 0.06  S4 1.678, C7 1.270
10 H 3.26 1.07 0.39  C7 1.129
11 H -2.21 -1.55 0.11  N1 1.022

Output
HOMO level = -8.886 eV
orbital gap = 0.352 Eh

natural (NBO) atomic charge list, values in e, 6 entries: atom 1 (N): -0.73, atom 2 (C): 0.31, atom 3 (H): 0.41, atom 4 (S): 0.39, atom 5 (H): 0.40, atom 6 (N): -0.82


x.
The following is a DFT calculation (ωB97M-V/def2-TZVPD) of a cluster of 2 separate species, C2H5N3S in total.

Bonds (Å) are listed after each position.
Positions of all 11 atoms, in Å:
1 N 1.67 0.56 0.18  N8 1.301, C11 1.188
2 N 0.37 1.01 2.07  H10 1.089, C11 1.210
3 H -0.83 -0.92 -0.15  C6 1.120
4 H -2.07 -1.49 -1.50  C6 1.178
5 H -1.30 0.23 -1.30  C6 1.090
6 C -1.71 -0.63 -0.78  H3 1.120, H4 1.178, H5 1.090, H9 1.064
7 S 2.54 0.63 -2.15  N8 1.560
8 N 2.41 0.00 -0.73  N1 1.301, S7 1.560
9 H -2.33 -0.49 0.07  C6 1.064
10 H 0.15 0.54 3.03  N2 1.089
11 C 1.12 0.56 1.24  N1 1.188, N2 1.210

Output
HOMO level = -8.759 eV
orbital gap = 0.275 Eh

natural (NBO) atomic charge list, values in e, 6 entries: atom 1 (N): -0.30, atom 2 (N): -0.69, atom 3 (H): 0.20, atom 4 (H): 0.22, atom 5 (H): 0.22, atom 6 (C): -0.87


Which one sits at the top of the stability order? w does.


w.
The following is a DFT calculation (ωB97M-V/def2-TZVPD) of an isolated molecule of C5H10O4.

Bonds (Å) are listed after each position.
Positions of all 19 atoms, in Å:
1 H 2.25 1.41 -0.34  C7 1.092
2 H 0.70 0.90 1.56  C14 1.090
3 H -0.76 -1.81 -0.82  C9 1.092
4 C -1.03 -0.05 0.39  C9 1.521, C14 1.868, H16 1.092, O19 1.430
5 C 0.16 1.64 -0.99  C7 1.552, H10 1.099, O18 1.244
6 O 1.65 -0.20 -1.49  C7 1.413, H12 0.987
7 C 1.37 0.79 -0.52  H1 1.092, C5 1.552, O6 1.413, C14 1.500
8 H 2.25 -1.03 0.70  O15 0.979
9 C -1.22 -1.54 0.13  H3 1.092, C4 1.521, H11 1.095, H13 1.094
10 H -0.12 2.47 -0.33  C5 1.099
11 H -2.29 -1.79 0.08  C9 1.095
12 H 1.27 0.16 -2.32  O6 0.987
13 H -0.82 -2.15 0.94  C9 1.094
14 C 0.79 0.20 0.72  H2 1.090, C4 1.868, C7 1.500, O15 1.375
15 O 1.37 -0.98 1.13  H8 0.979, C14 1.375
16 H -1.69 0.45 -0.32  C4 1.092
17 H -2.10 -0.39 2.03  O19 0.969
18 O -0.18 1.56 -2.19  C5 1.244
19 O -1.59 0.34 1.65  C4 1.430, H17 0.969

Output
HOMO level = -9.541 eV
orbital gap = 0.376 Eh

natural (NBO) atomic charge list, values in e, 6 entries: atom 1 (H): 0.18, atom 2 (H): 0.19, atom 3 (H): 0.24, atom 4 (C): 0.05, atom 5 (C): 0.43, atom 6 (O): -0.72


x.
The following is a DFT calculation (ωB97M-V/def2-TZVPD) of an isolated molecule of C5H10O4.

Bonds (Å) are listed after each position.
Positions of all 19 atoms, in Å:
1 H 2.10 -0.94 1.40  O11 0.971
2 H -0.70 2.54 -0.44  C4 1.094
3 H 0.61 -1.88 -0.45  O14 0.980
4 C -0.44 1.70 0.21  H2 1.094, C9 1.494, H15 1.154, H16 1.020
5 H -1.44 -1.28 -0.59  C17 1.075
6 O -0.77 -0.43 1.67  C7 1.333, H10 1.074
7 C 0.29 -0.58 0.88  O6 1.333, C9 1.645, O11 1.418, O14 1.378
8 H 2.04 1.13 -0.94  C12 1.121
9 C -0.06 0.39 -0.40  C4 1.494, C7 1.645, C12 1.570, C17 1.567
10 H -1.08 -1.39 2.04  O6 1.074
11 O 1.50 -0.19 1.50  H1 0.971, C7 1.418
12 C 1.33 0.28 -1.13  H8 1.121, C9 1.570, O19 1.172
13 H -0.79 -0.48 -2.06  C17 1.048
14 O 0.31 -1.90 0.48  H3 0.980, C7 1.378
15 H -1.39 1.59 0.87  C4 1.154
16 H 0.25 2.08 0.86  C4 1.020
17 C -1.23 -0.37 -1.12  H5 1.075, C9 1.567, H13 1.048, H18 1.102
18 H -2.03 0.37 -0.96  C17 1.102
19 O 1.52 -0.65 -1.81  C12 1.172

Output
HOMO level = -9.796 eV
orbital gap = 0.382 Eh

natural (NBO) atomic charge list, values in e, 6 entries: atom 1 (H): 0.49, atom 2 (H): 0.21, atom 3 (H): 0.50, atom 4 (C): -0.63, atom 5 (H): 0.23, atom 6 (O): -0.72


Which one sits at the top of the stability order? x does.


w.
The following is a DFT calculation (ωB97M-V/def2-TZVPD) of a cluster of 5 separate species, H10O5 in total.

Bonds (Å) are listed after each position.
Positions of all 15 atoms, in Å:
1 H -0.88 1.75 -0.01  O3 1.001
2 H 2.05 -2.06 0.61  O9 0.977
3 O -0.07 2.16 -0.43  H1 1.001, H11 0.970
4 H 1.37 1.30 -0.69  O13 1.002
5 H 2.63 0.95 -1.58  O13 0.974
6 H -2.64 0.95 1.51  O12 0.972
7 O -1.18 -1.79 0.78  H8 0.984, H15 1.000
8 H -1.68 -2.52 0.34  O7 0.984
9 O 1.37 -1.85 -0.07  H2 0.977, H14 0.993
10 H -1.90 -0.18 0.75  O12 0.985
11 H -0.43 2.69 -1.16  O3 0.970
12 O -2.22 0.75 0.66  H6 0.972, H10 0.985
13 O 2.16 0.68 -0.77  H4 1.002, H5 0.974
14 H 1.65 -0.94 -0.37  O9 0.993
15 H -0.25 -1.90 0.43  O7 1.000

Output
HOMO level = -11.346 eV
orbital gap = 0.449 Eh

natural (NBO) atomic charge list, values in e, 6 entries: atom 1 (H): 0.52, atom 2 (H): 0.48, atom 3 (O): -0.99, atom 4 (H): 0.52, atom 5 (H): 0.48, atom 6 (H): 0.48


x.
The following is a DFT calculation (ωB97M-V/def2-TZVPD) of a cluster of 5 separate species, H10O5 in total.

Bonds (Å) are listed after each position.
Positions of all 15 atoms, in Å:
1 H 1.02 1.26 -1.45  O6 0.983
2 H -0.20 -3.31 1.79  O3 0.964
3 O 0.29 -2.49 1.89  H2 0.964, H11 0.965
4 H 0.55 0.69 0.78  O15 0.966
5 H -1.41 3.30 2.24  O12 0.963
6 O 1.23 1.79 -2.25  H1 0.983, H14 0.961
7 H -2.21 -2.02 -1.41  O10 0.963
8 H 0.68 -0.74 0.27  O15 0.965
9 H -0.85 -1.83 -2.07  O10 0.963
10 O -1.69 -1.39 -1.92  H7 0.963, H9 0.963
11 H 1.20 -2.78 2.04  O3 0.965
12 O -1.00 2.80 1.52  H5 0.963, H13 0.965
13 H -0.18 3.28 1.34  O12 0.965
14 H 1.86 1.25 -2.74  O6 0.961
15 O 0.71 0.18 -0.02  H4 0.966, H8 0.965

Output
HOMO level = -10.329 eV
orbital gap = 0.389 Eh

natural (NBO) atomic charge list, values in e, 6 entries: atom 1 (H): 0.50, atom 2 (H): 0.48, atom 3 (O): -0.95, atom 4 (H): 0.49, atom 5 (H): 0.47, atom 6 (O): -0.97


Which one sits at the top of the stability order? w does.